Computed, not measured: a molecular structure, C7H10F5N2OPb in a non-equilibrium geometry, with ωB97M-V/def2-TZVPD.

The energy relative to the best compared isomer or geometry (same formula, charge and spin) is 84.6 kcal per mole. The LUMO energy comes out at -5.51 eV. As for the net charge: +1. The calculated total energy comes out at -31273.724 eV. For the HOMO-LUMO gap, the calculation gives 5.5 eV. The highest occupied orbital energy is -11.00 eV.

Positions of all 26 atoms, in Å:
C -2.51 0.06 -1.40
Pb -0.74 1.15 -0.73
N 1.76 0.35 1.06
N 0.53 -0.87 -1.62
H 1.32 -0.56 1.22
H 0.54 2.30 -0.23
H -3.46 0.57 -1.25
H -2.56 -0.87 -0.82
H -2.44 -0.19 -2.47
H 0.26 -1.50 -0.86
H 1.54 -0.75 -1.66
H 0.16 -1.22 -2.51
H 2.72 0.22 0.74
H 1.79 0.82 1.97
F -2.19 -1.26 6.10
C -1.89 -1.18 4.79
C -1.72 0.08 4.21
F -1.87 1.20 4.95
C -1.41 0.18 2.87
F -1.27 1.41 2.28
C -1.21 -0.97 2.06
O -0.80 -0.87 0.85
C -1.41 -2.24 2.69
F -1.27 -3.36 1.94
C -1.75 -2.34 4.03
F -1.95 -3.54 4.60

---

Computed, not measured: a molecular structure, C7H10F5N2Pb in a non-equilibrium geometry, with ωB97M-V/def2-TZVPD.

The LUMO energy comes out at -4.00 eV. As for the net charge: +1. The calculated total energy comes out at -29227.061 eV. For the HOMO-LUMO gap, the calculation gives 8.8 eV. The highest occupied orbital energy is -12.75 eV.

Positions of all 25 atoms, in Å:
C -1.19 1.23 -2.18
Pb 0.82 1.48 -1.04
N 2.72 0.26 0.68
N 1.93 -0.49 -2.30
H 2.28 -0.62 0.96
H -0.53 2.29 -1.80
H -2.19 1.46 -1.81
H -0.96 0.21 -1.81
H -1.16 1.23 -3.27
H 1.98 -1.30 -1.68
H 2.87 -0.26 -2.62
H 1.37 -0.75 -3.12
H 3.63 0.05 0.26
H 2.89 0.80 1.53
F 0.35 -1.92 -0.23
C -0.40 -1.14 0.63
C -0.31 0.23 0.57
C -1.06 0.97 1.45
F -1.02 2.35 1.38
C -1.92 0.37 2.38
F -2.66 1.12 3.22
C -2.01 -1.02 2.42
F -2.84 -1.62 3.29
C -1.25 -1.79 1.53
F -1.34 -3.13 1.55

---

Computed, not measured: a molecular structure, C7H10F5NOReTe in a non-equilibrium geometry, with ωB97M-V/def2-TZVPD.

The LUMO energy (alpha / beta) comes out at -0.77 / -1.78 eV. As for the net charge: 0. The calculated total energy comes out at -33964.440 eV. For the HOMO-LUMO gap (alpha / beta), the calculation gives 5.6 / 7.2 eV. The highest occupied orbital energy (alpha / beta) is -6.37 / -9.00 eV. The multiplicity is 4.

Positions of all 26 atoms, in Å:
C 2.19 -0.07 -0.55
C 1.84 -0.32 -1.94
C 1.60 -1.74 -2.08
C 1.80 -2.37 -0.78
C 2.18 -1.33 0.16
Re 0.30 -0.93 -0.68
N -0.74 2.54 0.33
C -0.75 3.81 0.51
C -0.26 1.67 -0.69
H 1.37 -2.26 -3.01
H 1.82 0.43 -2.73
H 1.75 -3.43 -0.56
H 2.44 -1.47 1.20
H 2.47 0.89 -0.13
H 0.42 2.17 -1.38
H 0.01 4.46 0.06
H -1.24 1.98 1.05
H -1.12 1.13 -1.14
H -1.51 4.23 1.20
F -0.29 -1.11 2.12
Te -2.11 -1.39 1.59
F -2.27 0.50 1.68
F -1.79 -3.26 1.54
F -2.58 -1.48 3.45
F -3.91 -1.51 1.01
O -1.59 -1.15 -0.24